No. 1
{
  "formula": "C3H10N2",
  "method": "wB97M-V/def2-TZVPD",
  "symbols": ["H", "H", "N", "H", "H", "H", "H", "H", "N", "H", "H", "H", "C", "C", "C"],
  "positions_angstrom": [[-2.1070, 6.2006, -0.4440], [-2.9373, 5.2205, 0.6507], [2.4961, -2.5564, 0.4614], [-2.7585, 3.2576, -1.2506], [0.4761, -2.9018, -0.1199], [-3.6247, 5.3746, -1.0609], [-1.3389, 3.7345, -0.1208], [-1.4578, 4.1661, -1.9139], [1.4836, -4.5742, 0.6746], [0.5924, -5.0754, 0.5373], [2.4901, -4.7477, 0.8232], [2.4003, -1.6766, 0.9608], [1.4237, -3.2226, 0.3401], [-1.9991, 3.9854, -0.9477], [-2.7182, 5.3138, -0.4087]],
  "forces_ev_per_a": [[0.28, 0.27, -0.59], [-0.56, -0.34, -0.02], [0.38, 0.14, 1.44], [0.22, -0.19, 0.79], [-0.20, 0.20, 0.77], [0.51, 0.69, 0.99], [0.20, -0.92, -0.51], [-0.09, 0.10, 1.09], [-0.87, 2.41, -1.30], [1.71, -0.51, 0.08], [-1.14, -1.18, 0.21], [-0.07, 0.56, -1.34], [0.19, -1.62, 0.13], [-0.25, 2.10, -0.26], [-0.31, -1.71, -1.49]],
  "nbo_charge": [0.20, 0.20, -0.82, 0.20, 0.14, 0.20, 0.21, 0.20, -0.85, 0.41, 0.43, 0.37, 0.33, -0.61, -0.61],
  "relative_energy_kj_mol": 168.9,
  "e_lumo_ev": 1.0394,
  "smiles": "[H]/N=C/N.CC",
  "multiplicity": 1,
  "e_homo_ev": -8.673
}

No. 2
{
  "formula": "C20H18FN3O4S",
  "method": "wB97M-V/def2-TZVPD",
  "symbols": ["H", "C", "H", "N", "H", "C", "H", "O", "C", "H", "H", "H", "H", "C", "H", "C", "C", "C", "C", "S", "C", "O", "C", "H", "H", "C", "F", "H", "C", "H", "C", "C", "C", "H", "C", "C", "N", "H", "N", "H", "O", "H", "C", "O", "C", "H", "C"],
  "positions_angstrom": [[-4.0923, 2.9177, 0.1343], [-2.6999, -1.3205, -0.4227], [-0.2535, 0.4024, 3.6186], [-2.7992, 0.0881, -0.5204], [-4.6052, -4.0761, -0.0095], [-3.1885, 2.3153, 0.0632], [-3.2187, 2.6550, -2.1091], [-4.0683, 0.4429, 1.3576], [0.2916, 1.2286, 1.7086], [6.6829, -1.6470, -1.0821], [5.8647, -2.5800, 0.2162], [-0.9945, 1.9702, 3.2682], [1.2064, 1.6780, 2.1137], [2.7077, -0.1483, -1.2817], [0.7415, 1.3098, -2.1615], [-2.5704, 2.2670, -1.3220], [-3.7190, -3.4780, -0.1522], [5.8107, -1.6740, -0.4089], [-1.3398, -3.3194, -0.4228], [-1.0142, 3.2155, -1.5110], [-2.2647, 0.8045, -1.5741], [-1.6783, 0.3303, -2.5083], [0.0288, 2.1625, -0.4751], [-0.3606, -3.7661, -0.4910], [2.1504, -0.7015, -2.0183], [4.1700, 1.3097, 0.6652], [-0.3431, -1.2017, -0.6257], [4.7358, 1.8657, 1.3932], [2.9396, 1.7653, 0.1997], [0.5738, 0.2705, 1.2537], [2.2086, 1.0439, -0.7385], [-2.4787, -4.0862, -0.2499], [-3.4497, 0.8763, 0.4263], [2.5538, 2.7091, 0.5512], [-3.8329, -2.1024, -0.2437], [4.6424, 0.1310, 0.1447], [-0.2814, 2.1248, 0.7429], [-4.7954, -1.6223, -0.1679], [0.9896, 1.5351, -1.2067], [-2.3939, -5.1598, -0.1863], [4.6248, -1.7000, -1.1747], [-2.4531, 2.6945, 0.7834], [-1.4586, -1.9451, -0.4990], [5.8145, -0.5298, 0.4153], [-0.7058, 1.0133, 2.8418], [-1.6014, 0.5112, 2.4845], [3.9233, -0.5798, -0.8194]],
  "forces_ev_per_a": [[-0.05, -0.09, -0.02], [0.15, -0.22, -0.04], [-0.01, -0.08, 0.13], [0.13, -0.52, -0.01], [-0.08, -0.05, 0.01], [-0.18, 0.19, 0.21], [-0.01, -0.13, 0.03], [-0.07, -0.05, 0.16], [0.12, -0.33, 0.21], [-0.24, 0.06, 0.12], [-0.09, 0.24, -0.12], [-0.05, 0.09, 0.06], [-0.02, -0.09, -0.03], [0.14, -0.09, 0.09], [-0.07, 0.16, 0.13], [0.62, 0.50, 0.01], [-0.10, -0.01, 0.00], [0.96, -0.85, -0.01], [0.05, 0.15, -0.03], [-0.12, -0.03, -0.30], [-0.19, 0.13, -0.26], [0.02, -0.09, -0.10], [-0.64, 0.47, -0.36], [0.11, -0.02, -0.01], [-0.12, -0.12, -0.10], [0.26, -0.36, -0.05], [-0.16, -0.07, 0.07], [0.08, 0.08, 0.10], [-0.21, -0.05, -0.24], [0.05, 0.04, 0.09], [0.59, 0.00, 0.36], [0.02, 0.06, 0.01], [-0.10, 0.41, 0.10], [-0.06, 0.09, 0.04], [0.14, -0.01, -0.03], [-0.38, -0.17, -0.35], [0.02, 0.28, 0.38], [-0.06, 0.06, 0.00], [0.08, -0.23, -0.49], [0.01, -0.10, 0.01], [-0.50, 0.19, -0.17], [-0.20, -0.09, -0.08], [-0.12, -0.03, 0.05], [-0.16, 0.39, 0.19], [0.27, -0.05, -0.20], [-0.11, -0.06, 0.00], [0.28, 0.42, 0.40]],
  "nbo_charge": [0.25, 0.05, 0.21, -0.50, 0.22, -0.55, 0.26, -0.56, -0.25, 0.16, 0.16, 0.21, 0.20, -0.30, 0.43, -0.43, -0.22, 0.24, -0.23, 0.23, 0.71, -0.57, 0.33, 0.23, 0.23, -0.24, -0.32, 0.23, -0.25, 0.19, 0.14, -0.20, 0.72, 0.22, -0.16, 0.21, -0.52, 0.23, -0.63, 0.22, -0.49, 0.30, 0.40, -0.48, -0.60, 0.21, 0.31],
  "relative_energy_kj_mol": 92.8,
  "e_lumo_ev": 0.6563,
  "smiles": "CC/N=C(\\Nc1ccc2c(c1)OCO2)S[C@@H]1CC(=O)N(c2ccccc2F)C1=O",
  "multiplicity": 1,
  "e_homo_ev": -7.814
}

No. 3
{
  "formula": "C11H21F3N2O9",
  "method": "wB97M-V/def2-TZVPD",
  "symbols": ["O", "H", "O", "H", "H", "H", "O", "H", "H", "C", "O", "H", "H", "C", "H", "H", "N", "C", "O", "C", "H", "H", "N", "H", "O", "O", "F", "C", "H", "H", "C", "F", "H", "O", "C", "H", "H", "H", "C", "C", "C", "F", "O", "H", "C", "H"],
  "positions_angstrom": [[0.1078, 5.1038, 4.9166], [0.5503, -5.0169, -4.9068], [3.1860, -4.6920, -5.1711], [-1.1504, -1.5501, -1.2953], [-0.4499, 4.6148, 2.9776], [-0.4532, -1.3272, 1.3050], [1.5803, -3.2535, -4.4860], [-2.3800, 7.1297, 7.0236], [1.3055, -4.9375, -3.2884], [0.7857, -4.3722, -4.0607], [-0.8601, -3.1817, -0.0779], [-2.9636, -3.9097, 0.4446], [-0.3241, 2.0802, -0.7112], [-0.0085, 2.1816, 1.3428], [-4.5858, -4.7753, -0.6834], [5.3366, -3.1447, -5.2632], [-3.7211, -4.8693, -1.1946], [2.7554, -3.5780, -5.0215], [3.3812, -2.4462, -5.3667], [-0.1744, 4.1292, 3.9087], [0.7342, 3.5579, 3.7569], [5.0619, -1.6602, -6.1905], [-2.6559, -4.5112, -0.3112], [-3.7400, -4.2687, -2.0128], [-2.0207, 5.8450, 4.7289], [-0.7139, 0.2653, 0.0468], [0.4409, 1.5140, 2.3649], [4.6645, -2.6449, -5.9589], [-1.0881, 8.2965, 7.3523], [0.4778, -2.1844, -1.3555], [0.0889, 1.4090, 0.0359], [0.6360, 3.3123, 1.2016], [1.1372, 1.2222, -0.1948], [-1.3332, -4.0261, -2.0822], [-1.5354, 7.6634, 6.5908], [-0.9648, 3.4556, 4.2370], [4.5788, -3.2188, -6.8802], [1.0404, -0.8194, 0.4740], [-1.6178, -3.9134, -0.9327], [-0.3570, -1.9837, -0.6898], [-0.0341, -0.9400, 0.3781], [-1.2662, 2.4894, 1.5452], [-0.5249, 6.7491, 6.1652], [-0.1375, -3.9729, -3.6416], [-0.9227, 5.8933, 5.2200], [-1.8659, 8.2856, 5.7608]],
  "forces_ev_per_a": [[0.00, 0.03, 0.07], [0.18, -0.04, 0.01], [0.01, 0.09, -0.01], [-0.06, -0.01, -0.14], [-0.14, 0.05, 0.05], [0.20, 0.09, 0.29], [0.12, 0.00, -0.03], [-0.04, -0.01, -0.12], [0.06, -0.04, -0.09], [-0.38, -0.01, -0.01], [-0.19, 0.24, 0.52], [0.02, -0.23, 0.17], [0.06, 0.12, -0.19], [-0.52, -0.96, -2.56], [-0.05, -0.05, 0.03], [-0.05, -0.11, -0.05], [-0.07, -0.78, -0.10], [-0.12, 0.04, 0.05], [-0.02, 0.00, 0.02], [-0.02, -0.07, 0.05], [0.13, 0.15, 0.18], [-0.15, 0.06, 0.07], [-0.97, 0.78, 0.42], [0.15, 0.18, 0.13], [0.08, 0.01, 0.04], [0.70, -0.10, -0.04], [0.75, -0.81, 1.60], [0.20, 0.07, -0.10], [0.15, -0.10, -0.03], [0.13, -0.26, 0.06], [-0.26, 0.22, -0.06], [1.40, 1.47, 0.09], [0.08, -0.16, -0.01], [-0.44, -0.04, -1.40], [-0.10, 0.19, 0.13], [-0.08, 0.10, -0.05], [0.01, -0.10, 0.07], [0.11, 0.31, 0.12], [1.17, -0.01, 0.69], [-0.13, 0.43, -0.31], [-0.65, -0.91, 0.00], [-1.74, 0.28, 0.77], [0.02, -0.04, -0.03], [0.50, 0.04, -0.29], [0.06, -0.01, 0.01], [-0.08, -0.10, -0.03]],
  "nbo_charge": [-0.49, 0.19, -0.64, 0.20, 0.20, 0.20, -0.50, 0.19, 0.19, -0.27, -0.53, 0.38, 0.21, 0.94, 0.36, 0.19, -0.65, 0.98, -0.50, -0.26, 0.20, 0.19, -0.46, 0.36, -0.64, -0.52, -0.31, -0.26, 0.19, 0.20, -0.14, -0.32, 0.19, -0.64, -0.26, 0.19, 0.19, 0.18, 0.88, -0.10, -0.09, -0.32, -0.49, 0.24, 0.98, 0.19],
  "e_lumo_ev": 0.4967,
  "smiles": "NNC(=O)OCCOCC(F)(F)F.COC(=O)OC.COC(=O)OC",
  "multiplicity": 1,
  "e_homo_ev": -9.512
}

No. 4
{
  "formula": "C4H10N2O",
  "method": "wB97M-V/def2-TZVPD",
  "symbols": ["H", "H", "H", "H", "O", "H", "H", "C", "C", "H", "C", "C", "H", "N", "N", "H", "H"],
  "positions_angstrom": [[0.7243, -0.7182, -1.0272], [-1.3277, 1.8088, -1.2597], [1.9594, -1.9638, 0.8993], [-1.4044, 0.0775, 1.1282], [-2.3657, -1.0887, -0.7409], [1.5298, -0.6021, 1.9396], [1.9396, 1.4013, -1.1950], [1.2018, -0.2811, -0.1539], [-1.0922, 0.8974, 0.5126], [0.2662, -1.6212, 1.2155], [1.2378, -1.1612, 1.0539], [1.9234, 0.8326, -0.2796], [2.4774, 1.2393, 0.5471], [-2.0451, 0.0724, -1.4930], [-1.5537, 0.9811, -0.7136], [-2.8113, -1.6466, -1.3881], [-0.6596, 1.7725, 0.9547]],
  "forces_ev_per_a": [[-0.25, 0.26, 0.01], [-0.10, -0.18, 0.10], [0.02, -0.08, 0.02], [0.08, -0.25, -0.07], [0.56, 0.67, 0.49], [0.02, 0.00, 0.12], [0.01, 0.03, -0.21], [1.32, -0.12, -0.37], [-1.25, 0.45, 0.46], [-0.06, -0.08, 0.13], [-0.15, 0.10, -0.05], [-0.40, -0.43, -0.12], [0.16, 0.10, 0.30], [-0.89, -0.14, -1.05], [0.79, -0.77, 0.39], [0.09, 0.25, -0.07], [0.06, 0.19, -0.10]],
  "nbo_charge": [0.20, 0.41, 0.22, 0.21, -0.61, 0.21, 0.19, -0.15, -0.33, 0.22, -0.66, -0.44, 0.19, -0.13, -0.24, 0.48, 0.20],
  "relative_energy_kj_mol": 559.6,
  "e_lumo_ev": [0.9178, 0.9175],
  "multiplicity": 1,
  "e_homo_ev": [-7.139, -7.142]
}

No. 5
{
  "formula": "C3H8N2O2S",
  "method": "wB97M-V/def2-TZVPD",
  "symbols": ["N", "H", "N", "H", "O", "C", "S", "H", "C", "O", "H", "H", "H", "C", "H", "H"],
  "positions_angstrom": [[-0.6109, -1.1438, 0.9534], [-1.9891, -0.8685, -0.5586], [0.3531, 0.6435, -0.9569], [-0.8610, 2.1925, -1.6278], [2.5170, -0.6851, -0.6620], [-0.1336, 1.9692, -0.8169], [1.3865, -0.0831, -0.0103], [1.0339, -2.3519, 0.7702], [0.4202, -1.7076, 0.1973], [1.6155, 0.3183, 1.3529], [-2.1383, 0.0264, 1.0599], [-0.0226, -0.7932, 1.7568], [-0.6831, 2.1116, 0.1516], [-1.6091, -0.6138, 0.3682], [0.0930, -1.8666, -0.8208], [0.6287, 2.8519, -1.1571]],
  "forces_ev_per_a": [[1.30, -1.38, 0.41], [-0.25, -0.72, -1.71], [1.48, -1.17, 0.91], [-0.05, -0.71, 0.50], [0.77, 0.53, -0.55], [0.21, 2.70, -0.91], [-0.57, -1.27, -2.90], [0.55, -0.88, 0.03], [-0.34, 1.60, -1.21], [-0.54, 1.04, 1.22], [-0.51, 0.46, -0.56], [-2.05, 0.53, 0.19], [0.83, 0.62, -0.63], [0.03, 1.53, 3.61], [0.33, -0.91, -0.04], [-1.21, -1.96, 1.65]],
  "nbo_charge": [-0.44, 0.22, -0.97, 0.20, -0.95, -0.43, 2.27, 0.24, -0.48, -0.99, 0.21, 0.47, 0.17, 0.05, 0.24, 0.19],
  "relative_energy_kj_mol": 392.7,
  "e_lumo_ev": -0.6555,
  "multiplicity": 1,
  "e_homo_ev": -8.711
}

No. 6
{
  "formula": "C5H13N2",
  "method": "wB97M-V/def2-TZVPD",
  "symbols": ["C", "H", "H", "H", "N", "C", "H", "H", "H", "H", "H", "C", "N", "H", "H", "H", "H", "H", "C", "C"],
  "positions_angstrom": [[2.1592, 0.1160, 0.7417], [3.7906, 1.1613, -0.1802], [-2.6334, -0.8645, 1.4477], [2.6698, -0.4068, 1.5783], [3.0261, 0.5206, -0.2985], [-1.5107, 0.1577, 0.1614], [0.2464, 0.6365, -1.0249], [0.9308, -1.8063, 0.7479], [-1.6224, 1.5197, -1.4690], [-3.1846, 1.2475, -0.5870], [-1.2710, -1.7034, 0.9692], [-2.2757, 0.7958, -0.9782], [-2.0442, -1.1486, 0.6700], [1.7363, 1.0197, 1.2093], [3.1236, -0.0307, -1.1321], [-1.3274, 0.8080, 1.0223], [-0.3183, -1.0474, -1.1322], [-2.4404, 0.0235, -1.7471], [-0.0442, -0.2386, -0.4252], [0.9895, -0.7600, 0.4266]],
  "forces_ev_per_a": [[0.96, -1.24, 2.33], [-0.27, 0.07, 0.63], [-0.06, -0.83, 0.14], [0.14, 0.25, -0.32], [-0.38, -0.09, -1.81], [0.84, -1.83, 0.76], [0.45, -0.19, 0.60], [0.05, 0.42, 0.45], [-0.37, 0.43, 0.24], [-0.09, -0.02, -0.33], [-0.03, -0.46, 0.69], [0.72, -0.73, -0.13], [-0.60, 2.06, -0.88], [-0.51, -0.02, 0.02], [-0.02, -0.23, 0.19], [0.06, 0.39, -0.39], [-0.14, -0.02, 0.29], [-0.48, 0.25, 0.42], [0.26, 0.02, -1.14], [-0.51, 1.77, -1.79]],
  "nbo_charge": [-0.33, 0.42, 0.38, 0.20, -0.85, 0.07, 0.28, 0.23, 0.22, 0.25, 0.34, -0.63, -0.82, 0.27, 0.39, 0.20, 0.31, 0.24, -0.61, 0.43],
  "relative_energy_kj_mol": 458.9,
  "total_charge": 1,
  "e_lumo_ev": -7.2010,
  "multiplicity": 1,
  "e_homo_ev": -13.603
}

No. 7
{
  "formula": "C4H7N3O2",
  "method": "wB97M-V/def2-TZVPD",
  "symbols": ["H", "N", "O", "N", "H", "H", "H", "C", "H", "H", "C", "N", "O", "C", "C", "H"],
  "positions_angstrom": [[1.1479, 1.7262, -2.0959], [0.5939, -1.7186, -0.4771], [1.2013, 1.8528, 0.1965], [0.9676, -0.7786, 1.6217], [1.5872, -1.8439, -0.6217], [1.7891, -1.3556, 1.7310], [0.0810, -1.6323, -1.3423], [-1.5931, 0.6231, 0.0075], [-1.8746, -1.1336, 1.1935], [-2.5367, 1.8810, -1.1321], [0.2286, -0.7904, 0.4737], [-2.2887, 1.6239, -0.1845], [0.5776, 0.9998, -1.7833], [0.5481, 1.0434, -0.4127], [-1.2230, -0.5062, 0.5983], [0.7939, 0.0090, 2.2276]],
  "forces_ev_per_a": [[-0.07, -0.04, 0.13], [0.17, -0.49, 0.02], [-0.37, 0.11, -0.20], [-0.34, -0.23, 0.12], [-0.09, 0.17, -0.05], [-0.07, 0.46, -0.09], [0.04, -0.03, 0.11], [-1.81, -0.01, 0.83], [-0.23, -0.07, -0.25], [-0.12, -0.23, -0.11], [-0.38, 1.55, -0.74], [1.00, -0.22, 0.00], [-0.09, 0.15, -0.08], [1.52, -0.99, 0.37], [0.54, 0.13, -0.11], [0.32, -0.25, 0.05]],
  "nbo_charge": [0.47, -0.80, -0.64, -0.81, 0.38, 0.40, 0.40, 0.42, 0.24, 0.38, 0.42, -0.63, -0.74, 0.59, -0.49, 0.42],
  "relative_energy_kj_mol": 343.6,
  "e_lumo_ev": 0.4687,
  "multiplicity": 1,
  "e_homo_ev": -7.876
}

| no. | DFT total energy (Eh) | F_max (eV/Å) |
| --- | --- | --- |
| 1 | -229.7449 | 2.88 |
| 2 | -1736.2345 | 1.29 |
| 3 | -1517.9889 | 2.78 |
| 4 | -342.9883 | 1.41 |
| 5 | -777.1297 | 3.92 |
| 6 | -307.4468 | 2.81 |
| 7 | -471.2722 | 2.00 |